The following is a quantum chemistry calculation of one molecule with the formula C5H9NO in a non-equilibrium geometry, from the OMol25 dataset.

Properties
* charge: 0
* energy relative to the best compared isomer or geometry (same formula, charge and spin): 2.1483 eV
* E_LUMO: 1.00 eV
* maximum force: 0.035 hartree/bohr
* multiplicity: 1
* electronic energy: -325.8586 Eh

```
16
Properties=species:S:1:pos:R:3:forces:R:3:nbo_charge:R:1
O -2.39965 -0.03067 0.35795 0.1 0.2 0.3 -0.70
C -1.06635 -0.47453 0.23822 0.7 0.0 0.3 0.10
C -0.52818 -0.37583 -1.20075 0.1 0.0 0.1 -0.44
C 0.91751 -0.00727 -0.99311 0.1 0.1 -0.3 -0.08
N 1.57242 -0.82861 0.03394 0.4 -0.2 -0.1 -0.61
C 1.13024 0.52178 0.37507 0.1 0.1 0.1 -0.09
C -0.15422 0.46637 1.14312 0.0 -0.3 -0.2 -0.45
H -2.13834 0.73399 0.86973 -1.6 0.7 0.2 0.47
H -0.98414 -1.50025 0.61122 0.0 0.2 -0.1 0.18
H -0.65693 -1.30771 -1.76523 0.0 0.1 0.2 0.22
H -1.06238 0.41705 -1.74354 0.1 -0.1 0.2 0.22
H 1.50785 0.36093 -1.82460 0.0 0.0 0.1 0.20
H 2.57489 -0.84141 -0.10465 0.1 0.0 -0.1 0.36
H 1.85982 1.30584 0.55893 0.0 -0.2 0.0 0.20
H -0.04420 0.05359 2.15341 0.1 0.0 -0.2 0.22
H -0.52833 1.50671 1.29028 -0.2 -0.6 -0.4 0.20
```
Forces are in eV/Å.